The following is a DFT calculation (the ωB97M-V functional and the def2-TZVPD basis) of a cluster of 2 separate species, C6H12N3 in total at a distorted geometry.

Geometry as XYZ:
```
21
Properties=species:S:1:pos:R:3:forces:R:3
C -0.518141 0.219583 1.200800 -2.56 0.79 -2.75
C -1.714578 1.381760 -0.204905 0.58 -0.83 2.28
C -1.215083 -0.676562 0.373190 0.24 -1.61 2.73
C -1.245232 -2.206556 0.380704 1.31 1.55 -2.73
C 1.340502 0.985595 -1.181349 -1.70 0.86 -2.50
C 1.736194 0.913278 0.204336 -0.01 0.18 1.04
N -0.909045 1.511325 0.811089 1.17 -0.16 0.37
N -1.986640 0.067345 -0.405788 -2.00 0.75 -3.58
N 2.359441 -0.208494 0.444734 -0.32 1.78 2.52
H 0.150577 0.067818 1.987636 0.48 -0.41 1.15
H -2.179777 2.185767 -0.673298 -0.81 0.97 -0.91
H -0.533269 -2.336669 -0.548675 -1.50 -0.93 1.54
H -2.236654 -2.711918 0.264672 0.98 0.65 0.01
H -0.710709 -2.522166 1.246820 0.18 -0.54 0.58
H 1.118969 -0.032681 -1.666912 -0.02 1.53 1.01
H 2.113842 1.385308 -1.816632 0.88 0.28 -0.03
H 0.540958 1.757007 -1.360954 0.46 -1.17 0.32
H 1.549906 1.799656 1.007834 0.59 -2.53 -2.01
H 2.532195 -0.868972 -0.260549 0.06 -0.90 -1.05
H -2.642289 -0.194249 -1.197624 1.31 -0.16 1.66
H 2.448825 -0.516175 1.394861 0.70 -0.10 0.35
```
Forces are in eV/Å.

Results
- Multiplicity: 1
- E_LUMO: -4.5 eV
- Relative energy (zero: lowest compared OMol25 entry of this formula, charge and spin): 56.4 kcal/mol
- HOMO energy: -0.4552 hartree
- Net charge: +1


The following is a DFT calculation (the ωB97M-V functional and the def2-TZVPD basis) of a cluster of 2 separate species, C5H11NO in total.

Geometry as XYZ:
```
18
Properties=species:S:1:pos:R:3:forces:R:3
C 2.082699 -0.340217 0.948964 0.05 0.00 -0.01
C 0.630064 -0.465376 1.382021 0.07 -0.08 0.12
N -0.215385 0.201338 0.402340 0.04 0.01 0.05
C -1.566493 -0.250007 0.235172 -0.26 0.00 0.09
C -0.509863 -0.575531 -0.779203 0.17 -0.11 -0.17
C -0.377045 0.089876 -2.112360 -0.02 0.32 -0.06
O -0.205298 1.271223 -2.287101 -0.05 -0.56 0.04
H 2.756105 -0.809717 1.671979 -0.10 0.06 -0.08
H 2.351947 0.714739 0.843531 -0.02 -0.15 0.03
H 2.234797 -0.823111 -0.023646 0.00 0.06 0.15
H 0.352020 -1.529895 1.497769 0.01 0.14 -0.03
H 0.471481 0.020060 2.351460 0.01 -0.05 -0.14
H -1.915346 -1.091048 0.838293 0.09 0.13 -0.09
H -2.306730 0.520771 0.034688 0.16 -0.13 -0.04
H -0.204252 -1.625765 -0.784000 -0.01 0.14 0.00
H -0.430703 -0.604287 -2.976967 -0.03 0.04 0.05
H -1.906724 2.798805 -0.547000 0.01 0.08 0.04
H -1.241272 2.498143 -0.695937 -0.11 0.10 0.06
```
Forces are in eV/Å.

Results
- Multiplicity: 1
- E_LUMO: 0.9 eV
- SMILES string: CCN1C[C@H]1C=O.[H][H]
- Relative energy (zero: lowest compared OMol25 entry of this formula, charge and spin): 74.2 kcal/mol
- HOMO energy: -0.3533 hartree
- Net charge: 0


The following is a DFT calculation (the ωB97M-V functional and the def2-TZVPD basis) of an isolated molecule of C4H7N3O2 at a distorted geometry.

Geometry as XYZ:
```
16
Properties=species:S:1:pos:R:3:forces:R:3
C -0.583749 0.734612 -1.058801 -1.02 2.14 1.64
C 0.490924 -0.136055 -0.538411 0.46 0.12 2.22
N 1.653815 -0.114031 -1.380055 4.26 0.62 -0.35
O 1.553820 0.027008 -2.567342 -1.31 0.01 -1.14
O 2.771761 -0.235057 -0.871985 -0.89 -0.22 0.54
C 0.196279 -1.594724 -0.348366 -0.83 0.31 -0.51
N 0.348436 -1.942125 0.850642 -0.85 -2.59 0.19
N 0.767254 -1.010912 1.652471 0.39 0.26 2.26
C 0.886331 0.278134 1.094487 1.02 0.39 -3.26
H -1.452812 0.303577 -1.492350 -0.61 -1.04 -0.07
H -0.381607 1.559552 -1.748176 0.86 -0.22 0.30
H -0.819507 1.163309 -0.047361 -1.14 0.29 -1.61
H -0.256121 -2.273221 -1.078408 0.45 0.40 0.17
H 0.593288 -1.199561 2.632657 0.18 0.25 -0.37
H 1.910962 0.688416 1.174296 -0.35 -0.43 -0.33
H 0.239460 1.081176 1.428438 -0.61 -0.28 0.31
```
Forces are in eV/Å.

Results
- Multiplicity: 1
- E_LUMO: 0.3 eV
- SMILES string: C[C@]1([N+](=O)[O-])C=NNC1
- Relative energy (zero: lowest compared OMol25 entry of this formula, charge and spin): 134.7 kcal/mol
- HOMO energy: -0.3311 hartree
- Net charge: 0


The following is a DFT calculation (the ωB97M-V functional and the def2-TZVPD basis) of a cluster of 2 separate species, C3H8N2O in total at a distorted geometry.

Geometry as XYZ:
```
14
Properties=species:S:1:pos:R:3:forces:R:3
C -0.846242 -1.465639 -0.433721 -0.15 0.38 0.58
N 0.247816 -0.560027 -0.163848 1.44 2.59 -2.14
N 2.165127 -0.145662 0.902291 -1.32 1.18 -2.46
C -0.049149 0.987279 0.140988 -1.95 -2.21 0.26
C -0.736636 1.677883 -0.803881 0.88 -0.55 0.29
O 1.076625 -1.015083 0.824280 -0.44 -0.72 1.53
H 2.615849 -0.474571 1.763092 -0.63 1.01 0.38
H 1.328930 1.004530 0.608039 2.10 -1.81 1.10
H -0.356374 1.156993 1.178545 -0.17 0.06 0.07
H -1.641964 -1.389564 0.312579 -0.15 -0.28 0.12
H -1.252582 -1.201309 -1.406594 -0.04 0.05 -0.01
H -0.464772 -2.490580 -0.497731 0.04 0.32 0.15
H -0.617432 1.480205 -1.857291 0.07 -0.30 -0.16
H -1.469196 2.435546 -0.566747 0.31 0.28 0.29
```
Forces are in eV/Å.

Results
- Multiplicity: 1
- E_LUMO (alpha / beta): -0.4 / -0.4 eV
- Relative energy (zero: lowest compared OMol25 entry of this formula, charge and spin): 196.2 kcal/mol
- HOMO energy (alpha / beta): -0.2773 / -0.2775 hartree
- Net charge: 0


The following is a DFT calculation (the ωB97M-V functional and the def2-TZVPD basis) of a structure of composition C26H45Br2ClF7IO13P3S at a distorted geometry.

Geometry as XYZ:
```
99
Properties=species:S:1:pos:R:3:forces:R:3
C -2.722942 -5.834574 0.336807 0.63 0.51 0.78
C -3.032096 -4.887363 1.597523 -2.68 -0.11 1.26
O -4.123506 -4.913337 2.227581 4.47 0.03 -2.41
O -1.984531 -4.011240 2.002059 -1.14 -0.73 -0.92
C -1.913941 -2.846317 1.119167 -1.02 0.97 -0.48
C -0.669976 -1.932183 1.482524 0.68 -0.93 0.71
C -0.580637 -0.492905 0.846261 0.16 0.47 1.67
C -0.305792 -0.259604 -0.682079 -1.59 2.09 -0.63
C -1.729753 0.312088 -1.273774 -0.74 0.17 0.27
C -2.973380 -0.638926 -1.057917 -0.59 -3.10 -1.83
O -3.173809 -1.711363 -1.657066 1.23 3.77 2.21
O -4.016729 -0.212644 -0.121834 0.39 1.82 -1.94
C -4.895810 0.626317 -0.897749 -2.62 -0.57 -3.54
C -5.087578 2.198137 -0.633107 0.73 -0.61 0.31
O -5.533908 0.138721 -1.870087 2.67 1.58 4.00
O 0.492675 0.957740 -0.811064 0.03 -2.74 -1.63
P 1.752194 0.977979 -2.045183 -2.25 -0.25 1.55
C 2.261326 2.572503 -1.114732 0.57 1.78 2.16
Br 2.070398 2.244609 0.935012 1.52 -0.24 -0.28
C 1.521545 3.967509 -1.053751 1.41 2.88 -0.04
C 1.513181 4.977597 -2.320318 -0.05 -0.12 -0.08
Br -0.249279 4.055524 -0.035984 0.46 0.26 -1.27
P 3.601998 0.780857 -3.330322 1.05 -1.13 -2.34
O 3.115042 0.344552 -4.950915 0.50 2.03 1.16
Cl 4.645371 2.592052 -3.573891 -0.66 -0.10 -0.15
C 0.666740 1.724247 -3.448381 0.26 4.17 0.37
F -0.373643 2.572204 -2.887328 1.94 -1.89 -1.17
F 1.593944 2.700915 -4.033327 -1.65 -1.41 1.01
C 0.067172 1.080796 -4.717604 -2.91 2.31 -4.57
F 0.693247 1.594895 -5.933541 -0.37 -1.41 3.05
F -1.253172 1.695022 -4.935276 2.28 -1.40 1.08
C -0.290935 -0.393604 -5.122190 -1.47 -3.20 -4.12
F -1.555807 -0.880495 -4.644234 3.75 1.07 0.24
F 0.714849 -1.363274 -5.150801 -2.54 2.46 1.18
F -0.632705 -0.329409 -6.538058 0.84 0.27 2.88
S 3.186679 -0.264449 -0.828247 4.59 -0.49 4.27
C 3.961419 -1.656480 -1.795344 1.32 -2.16 0.05
O 2.586305 -0.887741 0.400769 0.05 0.63 -2.32
O 4.453306 0.536657 -0.468604 -2.64 -1.09 -1.14
O 1.285633 -0.615031 -2.508731 -1.61 -0.77 0.04
C 0.221309 -1.305393 -1.772656 0.21 0.39 -1.13
P 0.440526 -3.181941 -1.415810 0.09 -0.31 1.32
O 1.810038 -3.544720 -0.490156 -1.19 0.24 -0.65
I 0.956878 -4.355383 -3.568364 0.14 0.71 0.46
H -3.253231 -6.846856 0.488589 0.81 1.80 -0.33
H -3.051358 -5.307327 -0.624475 0.29 -0.82 1.40
H -1.576569 -5.959061 0.286587 -1.87 0.05 0.01
H -1.966905 -3.217202 0.042412 0.43 0.68 1.31
H -2.889303 -2.251462 1.301498 1.49 -0.70 -0.27
H 0.340403 -2.463661 1.300845 -1.65 0.70 0.15
H -0.702944 -1.799913 2.633043 -0.06 -0.11 -1.83
H 0.244734 0.055665 1.444757 -1.12 -0.98 -1.27
H -1.542320 0.082209 1.143735 1.41 -0.90 -0.67
H -1.899076 1.300357 -0.710138 0.21 -1.47 -1.03
H -1.676995 0.497095 -2.412857 -0.07 -0.26 1.87
H -5.059360 2.726980 -1.642960 -0.01 -0.99 1.28
H -4.247719 2.628748 0.015022 -1.47 -0.61 -0.73
H -6.130944 2.361999 -0.200530 1.58 -0.23 -0.34
H 3.393327 2.815520 -1.128589 -1.95 -0.60 -0.38
H 2.173068 4.598851 -0.314448 -1.23 -1.54 -1.16
H 0.609288 4.858381 -2.998726 1.25 0.04 0.90
H 2.467840 4.801379 -2.931162 -1.36 0.13 0.86
H 1.547530 6.073557 -1.956442 -0.17 -1.86 -0.34
H 3.230265 1.133587 -5.539798 -0.40 -0.88 0.60
H 3.400395 -2.054115 -2.688392 0.27 0.62 1.07
H 5.040845 -1.432333 -2.138625 -2.00 0.33 0.67
H 4.095330 -2.527298 -1.042072 -0.64 1.48 -0.94
H -0.732296 -1.427850 -2.433590 1.80 -0.13 0.60
H 1.509308 -4.042264 0.302253 0.25 0.44 -0.73
C 4.570319 -5.211379 3.807151 -0.07 0.10 0.18
C 5.383374 -4.819075 2.585507 -0.13 0.14 -0.06
O 4.808697 -3.756124 1.841396 0.00 -0.27 -0.12
C 4.654547 -2.516155 2.522112 -0.02 0.35 -0.14
C 5.966294 -1.917748 2.996591 0.19 -0.22 0.13
H 3.535429 -5.428663 3.528217 0.10 -0.03 -0.02
H 4.999510 -6.097276 4.283582 -0.03 0.05 -0.06
H 4.546773 -4.411381 4.550930 0.04 -0.06 -0.01
H 5.436232 -5.676049 1.909416 -0.05 0.16 -0.12
H 6.414933 -4.575593 2.861282 0.02 0.00 0.11
H 3.948034 -2.623734 3.352171 0.03 -0.02 0.08
H 4.192683 -1.827033 1.808822 -0.01 -0.29 -0.01
H 6.435013 -2.533927 3.768584 0.01 0.07 0.06
H 5.802313 -0.922966 3.416314 -0.03 -0.05 -0.08
H 6.674851 -1.838403 2.167794 -0.12 0.07 0.01
C -5.056977 2.903708 4.219889 -0.10 0.13 0.14
C -4.241675 3.279832 2.995155 -0.02 -0.01 0.08
O -4.823213 4.324543 2.226275 -0.09 -0.04 -0.20
C -4.990907 5.573404 2.880130 0.06 0.05 -0.03
C -3.686936 6.193361 3.348710 0.18 -0.12 0.08
H -6.088410 2.671474 3.940272 0.10 -0.04 -0.02
H -4.622069 2.031553 4.715023 -0.03 0.06 -0.08
H -5.091592 3.717730 4.948213 0.05 -0.07 0.01
H -4.178018 2.410160 2.336617 -0.04 0.17 -0.10
H -3.214010 3.537933 3.270277 0.00 0.00 0.06
H -5.700098 5.476183 3.708788 0.03 0.00 0.08
H -5.456412 6.242963 2.151204 0.01 -0.24 -0.06
H -3.217269 5.597416 4.134437 -0.03 0.08 0.02
H -3.861775 7.195093 3.747868 -0.02 -0.05 -0.03
H -2.974839 6.262610 2.522106 -0.09 0.03 0.03
```
Forces are in eV/Å.

Results
- Multiplicity: 1
- E_LUMO: 1.8 eV
- HOMO energy: -0.2115 hartree
- Net charge: -1


The following is a DFT calculation (the ωB97M-V functional and the def2-TZVPD basis) of a cluster of 2 separate species, C2H5NOS2 in total at a distorted geometry.

Geometry as XYZ:
```
11
Properties=species:S:1:pos:R:3:forces:R:3
C -0.446643 0.195255 1.539148 -0.51 -1.85 -2.10
C 0.169236 -0.940586 -0.887580 -0.45 0.56 1.24
N 0.530901 0.998234 1.393511 0.85 0.83 0.36
O -1.387846 -0.256133 2.077233 0.43 0.58 0.35
S 1.439173 0.199367 -1.334835 0.19 -0.28 -0.33
S -1.286715 -0.947216 -1.904662 0.15 0.00 0.11
H 0.584204 -1.924392 -0.708561 0.12 0.01 0.08
H 1.103536 0.929446 0.504699 -0.29 -0.02 0.35
H 0.838164 1.673517 2.089746 -0.27 -0.12 0.02
H 0.616142 1.098426 -1.874785 -0.06 0.25 -0.10
H -2.160152 -1.025917 -0.893913 -0.16 0.04 0.02
```
Forces are in eV/Å.

Results
- Multiplicity: 1
- E_LUMO (alpha / beta): -0.1 / 0.2 eV
- Relative energy (zero: lowest compared OMol25 entry of this formula, charge and spin): 69.0 kcal/mol
- HOMO energy (alpha / beta): -0.2542 / -0.2670 hartree
- Net charge: 0


The following is a DFT calculation (the ωB97M-V functional and the def2-TZVPD basis) of a structure of composition C32H34AsF9N3Sn at a distorted geometry.

Geometry as XYZ:
```
80
Properties=species:S:1:pos:R:3:forces:R:3
Sn 1.146009 0.169229 -0.445616 0.86 -1.06 0.06
C -2.912013 1.232732 -2.552665 0.04 -0.30 -0.09
C -3.728218 0.140871 -1.865865 0.03 0.35 -0.09
C -5.037087 0.724866 -1.331136 0.13 -0.24 -0.11
C -2.910109 -0.546704 -0.802917 0.00 -0.14 -0.08
C -2.232851 -1.724281 -1.116124 -0.10 0.03 0.00
C -1.639639 -2.485773 -0.127474 -0.11 0.02 0.22
C -1.704923 -2.090819 1.205030 -0.10 0.04 0.05
C -1.287412 -3.021699 2.299676 -0.05 0.03 -0.01
C -2.260352 -0.849606 1.499540 0.13 -0.22 -0.02
C -2.847771 -0.084731 0.506700 -0.09 0.06 -0.15
H -3.488354 1.688546 -3.353418 -0.05 0.14 -0.16
H -2.005905 0.810173 -2.979292 0.06 0.11 -0.06
H -2.640215 2.001065 -1.832387 -0.08 0.04 0.05
H -3.973233 -0.614222 -2.619387 0.03 0.02 0.05
H -4.862012 1.624674 -0.744487 0.03 0.11 0.11
H -5.562061 0.004283 -0.709251 -0.12 -0.05 0.08
H -5.678957 0.993465 -2.166316 -0.11 0.09 -0.06
H -2.214180 -2.070831 -2.139257 -0.01 0.01 -0.11
H -1.173840 -3.428153 -0.381109 0.08 -0.05 -0.03
H -0.840025 -2.477101 3.128019 0.10 -0.02 0.09
H -0.579350 -3.754462 1.923551 0.12 -0.06 0.06
H -2.164488 -3.554292 2.672960 0.00 -0.05 0.06
H -2.284798 -0.506765 2.525468 0.02 0.03 0.14
H -3.313510 0.856166 0.767536 -0.10 0.07 0.03
C 2.067342 0.690829 4.190862 -0.08 0.05 0.06
C 0.814782 1.039049 4.671944 0.13 -0.04 -0.23
C -0.114197 1.567206 3.792159 0.03 0.01 -0.17
C 0.238383 1.728209 2.454782 0.13 -0.19 0.47
N 1.423687 1.326137 1.991459 -0.15 -0.05 -0.43
C 2.308813 0.830717 2.834361 0.30 -0.12 0.28
C -0.603528 2.433226 1.473575 -0.65 0.48 -0.12
C -1.714829 3.202507 1.812591 0.24 -0.17 -0.05
C -2.320378 3.956734 0.819686 0.10 -0.10 -0.09
C -1.794604 3.958617 -0.458814 0.22 -0.14 0.04
C -0.686460 3.146709 -0.728550 -0.37 0.28 0.34
N -0.156241 2.397524 0.226136 0.15 -0.35 -0.11
C 0.016377 3.111906 -2.025495 0.10 0.18 -0.68
C -0.384843 3.857564 -3.131571 0.05 -0.22 0.26
C 0.388758 3.826808 -4.281145 0.23 -0.16 0.12
C 1.538039 3.056284 -4.296268 -0.14 0.08 0.19
C 1.850058 2.320940 -3.158576 0.19 0.13 -0.45
N 1.115730 2.354640 -2.065555 -0.04 -0.19 0.47
H 2.831426 0.308288 4.850223 0.06 -0.05 -0.01
H 0.565804 0.907260 5.713529 -0.02 0.00 0.10
H -1.094142 1.847376 4.144120 -0.08 0.05 -0.01
H 3.248914 0.541064 2.391388 0.16 -0.15 0.07
H -2.084900 3.240718 2.823370 -0.01 -0.01 0.12
H -3.187245 4.557190 1.051187 -0.05 0.07 0.01
H -2.233827 4.575810 -1.224671 -0.02 0.03 -0.08
H -1.290733 4.440416 -3.111838 -0.09 0.07 0.04
H 0.090951 4.392130 -5.150546 -0.03 0.03 -0.08
H 2.169101 2.994935 -5.167070 0.04 -0.04 -0.09
H 2.718667 1.677060 -3.135931 0.02 -0.04 -0.07
F 0.290747 -0.290701 -2.817294 0.12 -0.10 -0.40
As 0.193472 -0.737832 -4.618342 -0.80 0.86 0.63
F 0.854941 -2.258489 -4.147948 -0.04 0.21 -0.31
F -1.426462 -1.299578 -4.276197 0.45 0.07 -0.11
F 0.030674 -1.147602 -6.278322 0.12 0.01 0.27
F -0.472513 0.891683 -4.867397 0.26 -0.89 0.08
F 1.762948 -0.045528 -4.867953 -0.18 -0.28 0.05
C 4.175906 -2.449202 2.780258 -0.06 -0.13 -0.06
C 2.844710 -3.181313 2.565968 -0.10 0.00 0.09
C 2.196682 -3.505321 3.917483 0.10 -0.02 -0.11
C 3.073067 -4.459015 1.752222 0.04 0.07 0.06
C 1.978528 -2.293224 1.783393 -0.05 0.10 -0.12
C 1.345210 -1.553748 1.062517 -0.19 1.11 -0.90
H 4.900706 -3.115083 3.243709 0.09 -0.07 0.09
H 4.036909 -1.584925 3.426015 0.01 0.10 0.07
H 4.570459 -2.113121 1.824588 0.10 0.04 -0.07
H 2.875468 -4.113598 4.513548 0.05 -0.07 0.07
H 1.269642 -4.058094 3.780322 -0.08 -0.02 0.00
H 1.976911 -2.590775 4.467109 -0.03 0.05 0.04
H 3.751251 -5.126498 2.280560 0.08 -0.08 0.07
H 3.505761 -4.207803 0.786777 0.03 -0.04 -0.09
H 2.132758 -4.979576 1.584615 -0.07 -0.04 -0.03
F 4.350575 0.204960 -1.284400 -0.23 0.18 0.10
C 3.316836 -0.647292 -1.504892 -0.22 0.20 0.30
F 3.683470 -1.819575 -0.950791 -0.31 0.20 0.05
F 3.255732 -0.843228 -2.822668 -0.23 0.15 0.32
```
Forces are in eV/Å.

Results
- Multiplicity: 2
- E_LUMO (alpha / beta): -1.0 / -2.3 eV
- HOMO energy (alpha / beta): -0.3018 / -0.3107 hartree
- Net charge: 0